# 1
{
  "formula": "C36H37Cl48NO5S",
  "method": "ωB97M-V with the def2-TZVPD basis set",
  "elements": ["C", "C", "N", "C", "C", "C", "C", "C", "C", "C", "C", "C", "C", "S", "O", "O", "O", "C", "O", "C", "C", "C", "C", "C", "C", "C", "O", "H", "H", "H", "H", "H", "H", "H", "H", "H", "H", "H", "H", "H", "H", "H", "H", "H", "H", "H", "H", "H", "C", "Cl", "Cl", "Cl", "H", "C", "Cl", "Cl", "Cl", "H", "C", "Cl", "Cl", "Cl", "H", "C", "Cl", "Cl", "Cl", "H", "C", "Cl", "Cl", "Cl", "H", "C", "Cl", "Cl", "Cl", "H", "C", "Cl", "Cl", "Cl", "H", "C", "Cl", "Cl", "Cl", "H", "C", "Cl", "Cl", "Cl", "H", "C", "Cl", "Cl", "Cl", "H", "C", "Cl", "Cl", "Cl", "H", "C", "Cl", "Cl", "Cl", "H", "C", "Cl", "Cl", "Cl", "H", "C", "Cl", "Cl", "Cl", "H", "C", "Cl", "Cl", "Cl", "H", "C", "Cl", "Cl", "Cl", "H"],
  "coordinates": [[-4.106, 2.289, -5.666], [-2.591, 2.488, -5.160], [-2.018, 1.345, -4.390], [-2.754, 1.037, -3.158], [-3.915, -0.020, -3.278], [-4.764, -0.441, -2.046], [-4.386, 0.258, -0.692], [-3.236, 1.310, -0.589], [-2.371, 1.733, -1.837], [-1.273, 2.828, -1.565], [-0.284, 3.235, -2.732], [1.010, 4.010, -2.176], [0.780, 4.806, -0.795], [-0.377, 6.250, -0.939], [-1.352, 6.136, -2.083], [0.385, 7.561, -0.978], [-1.308, 6.329, 0.475], [-2.971, 1.933, 0.876], [-2.756, 3.148, 1.097], [-3.049, 0.854, 2.071], [-2.013, 0.876, 3.225], [-2.112, -0.213, 4.317], [-3.255, -1.250, 4.199], [-4.305, -1.296, 3.056], [-4.194, -0.214, 1.962], [-5.158, -0.120, 0.671], [-6.397, -0.293, 0.729], [-4.430, 1.199, -5.769], [-4.151, 2.739, -6.731], [-4.791, 2.892, -4.959], [-2.485, 3.472, -4.597], [-1.944, 2.585, -6.114], [-1.953, 0.482, -4.952], [-4.142, -0.530, -4.283], [-5.597, -1.217, -2.144], [-0.628, 2.455, -0.677], [-1.790, 3.780, -1.162], [0.064, 2.395, -3.421], [-0.840, 3.984, -3.416], [1.801, 3.198, -1.952], [1.408, 4.770, -2.928], [0.520, 4.118, 0.095], [1.808, 5.258, -0.517], [-2.245, 6.100, 0.270], [-1.220, 1.703, 3.192], [-1.322, -0.217, 5.157], [-3.295, -2.062, 5.014], [-5.135, -2.093, 2.971], [-6.057, -5.529, 2.133], [-7.803, -5.476, 1.852], [-5.392, -3.890, 2.231], [-5.691, -6.437, 3.607], [-5.590, -6.038, 1.293], [2.808, 7.435, -4.090], [3.686, 8.869, -4.644], [2.357, 6.411, -5.460], [3.779, 6.523, -2.926], [1.896, 7.762, -3.593], [-0.294, 0.207, 8.146], [-1.436, 1.516, 7.813], [-0.977, -0.932, 9.315], [0.150, -0.628, 6.649], [0.608, 0.640, 8.577], [3.445, 2.103, 9.612], [2.806, 3.377, 8.564], [2.137, 1.058, 10.187], [4.671, 1.154, 8.761], [3.913, 2.572, 10.476], [-0.484, 0.721, 12.766], [-2.230, 0.778, 12.487], [0.185, 2.357, 12.858], [-0.119, -0.185, 14.241], [-0.020, 0.208, 11.925], [2.434, 9.976, -8.282], [1.742, 11.234, -9.316], [1.163, 8.923, -7.645], [3.636, 9.030, -9.172], [2.932, 10.458, -7.442], [-2.461, -3.420, -2.065], [-3.276, -2.095, -1.219], [-0.878, -3.736, -1.339], [-3.460, -4.881, -2.046], [-2.309, -3.122, -3.102], [-6.142, -6.855, -4.065], [-5.183, -7.944, -5.078], [-5.729, -7.069, -2.357], [-5.900, -5.171, -4.557], [-7.194, -7.101, -4.197], [0.784, -5.167, 1.698], [-0.035, -3.842, 2.538], [2.368, -5.480, 2.422], [-0.212, -6.629, 1.723], [0.935, -4.873, 0.661], [5.565, -7.820, 1.128], [4.247, -7.428, 0.012], [7.128, -7.694, 0.309], [5.513, -6.759, 2.543], [5.435, -8.846, 1.463], [-1.257, -5.736, -5.422], [-3.003, -5.689, -5.711], [-0.595, -4.095, -5.342], [-0.896, -6.624, -3.936], [-0.786, -6.255, -6.254], [3.042, -3.217, -1.175], [1.674, -2.569, -0.261], [3.621, -4.722, -0.443], [2.592, -3.482, -2.866], [3.850, -2.488, -1.146], [7.973, -9.866, 3.578], [8.645, -10.401, 5.125], [6.207, -9.989, 3.601], [8.492, -8.210, 3.216], [8.351, -10.521, 2.796], [6.032, 3.861, -0.912], [6.697, 3.283, 0.622], [4.265, 3.778, -0.903], [6.566, 5.514, -1.240], [6.397, 3.216, -1.709], [-0.914, 3.633, -9.145], [-2.410, 4.229, -8.412], [0.488, 4.129, -8.187], [-0.962, 1.872, -9.312], [-0.822, 4.069, -10.137], [7.783, -0.269, 6.147], [6.640, 1.040, 5.813], [7.099, -1.407, 7.317], [8.227, -1.104, 4.652], [8.684, 0.165, 6.578]],
  "homo_lumo_gap_ev": 7.3,
  "homo_ha": -0.3054,
  "fmax_ev_per_a": 5.17,
  "total_energy_ev": -661558.6533,
  "spin_multiplicity": 1
}

# 2
{
  "formula": "C13H11F6IrN7O6S2",
  "method": "ωB97M-V with the def2-TZVPD basis set",
  "elements": ["Ir", "N", "C", "C", "N", "C", "C", "N", "C", "C", "N", "H", "H", "H", "H", "H", "H", "F", "C", "F", "F", "S", "O", "O", "N", "S", "O", "O", "C", "F", "F", "F", "C", "N", "C", "C", "C", "O", "N", "C", "O", "H", "H", "H", "H", "H"],
  "coordinates": [[-0.441, 0.567, 0.173], [3.536, -0.425, 1.189], [3.723, -0.848, -0.103], [2.505, -0.762, -0.713], [1.600, -0.303, 0.194], [2.237, -0.101, 1.331], [1.505, 0.436, 2.441], [0.257, 0.830, 2.244], [-0.217, 1.308, 3.426], [0.767, 1.201, 4.364], [1.849, 0.652, 3.723], [4.262, -0.336, 1.880], [4.679, -1.160, -0.480], [2.225, -1.007, -1.722], [-1.222, 1.678, 3.527], [0.780, 1.471, 5.404], [2.728, 0.433, 4.161], [-2.053, 4.614, 1.337], [-2.322, 3.772, 0.344], [-3.422, 4.141, -0.265], [-2.523, 2.565, 0.905], [-0.803, 3.689, -0.766], [0.063, 2.716, -0.060], [-0.303, 5.012, -0.803], [-1.349, 3.162, -2.125], [-0.808, 1.912, -2.897], [-1.613, 1.546, -3.999], [-0.354, 0.813, -2.031], [0.825, 2.520, -3.571], [0.659, 3.488, -4.448], [1.496, 1.516, -4.125], [1.543, 2.984, -2.539], [-6.012, -0.019, -1.114], [-4.757, -0.471, -0.526], [-4.692, -1.597, 0.213], [-3.542, -2.039, 0.791], [-2.383, -1.246, 0.587], [-1.217, -1.443, 1.054], [-2.476, -0.144, -0.157], [-3.611, 0.338, -0.734], [-3.682, 1.374, -1.352], [-6.842, -0.251, -0.450], [-6.175, -0.497, -2.080], [-5.948, 1.052, -1.279], [-5.621, -2.135, 0.343], [-3.492, -2.934, 1.388]],
  "homo_lumo_gap_ev": [7.3, 7.3],
  "homo_ha": [-0.4338, -0.4338],
  "fmax_ev_per_a": 2.67,
  "total_energy_ev": -77182.4064,
  "spin_multiplicity": 1,
  "total_charge": 1
}

# 3
{
  "formula": "CH2FNO3",
  "method": "ωB97M-V with the def2-TZVPD basis set",
  "elements": ["C", "N", "O", "O", "O", "F", "H", "H"],
  "coordinates": [[-0.376, 0.029, -0.344], [0.037, -1.031, 0.621], [0.770, -1.863, 0.118], [-0.275, -0.976, 1.763], [0.862, 1.208, -0.072], [0.506, 2.421, -0.504], [-1.305, 0.589, -0.262], [-0.219, -0.378, -1.320]],
  "homo_lumo_gap_ev": 10.5,
  "homo_ha": -0.4212,
  "fmax_ev_per_a": 5.45,
  "total_energy_ev": -11411.3526,
  "spin_multiplicity": 1
}

# 4
{
  "formula": "C3H3O2S2",
  "method": "ωB97M-V with the def2-TZVPD basis set",
  "elements": ["C", "C", "C", "O", "O", "S", "S", "H", "H", "H"],
  "coordinates": [[1.051, -0.331, 0.105], [-0.833, 0.826, -1.437], [-0.035, -0.635, 1.035], [0.678, 0.440, -0.879], [-1.564, -0.100, -1.662], [-1.100, 2.443, -1.486], [2.580, -0.830, 0.262], [-0.971, -0.446, 0.565], [0.073, -1.508, 1.707], [0.120, 0.142, 1.789]],
  "homo_lumo_gap_ev": 7.9,
  "homo_ha": -0.1623,
  "fmax_ev_per_a": 2.40,
  "total_energy_ev": -28926.4906,
  "spin_multiplicity": 1,
  "total_charge": -1
}

# 5
{
  "formula": "C6H10O",
  "method": "ωB97M-V with the def2-TZVPD basis set",
  "elements": ["C", "C", "C", "C", "C", "C", "O", "H", "H", "H", "H", "H", "H", "H", "H", "H", "H"],
  "coordinates": [[-1.542, -0.122, -1.049], [-0.777, 0.014, 0.269], [-0.048, -1.281, 0.670], [1.365, -1.055, 0.191], [1.598, 0.217, -0.137], [0.357, 1.024, 0.037], [0.145, 2.178, -0.570], [-0.899, -0.545, -1.830], [-2.407, -0.780, -0.923], [-1.882, 0.860, -1.385], [-1.455, 0.379, 1.046], [-0.500, -2.174, 0.222], [-0.053, -1.433, 1.757], [2.099, -1.855, 0.147], [2.523, 0.658, -0.489], [0.566, 1.522, 1.470], [0.373, 2.190, 0.740]],
  "homo_lumo_gap_ev": 9.6,
  "homo_ha": -0.3380,
  "fmax_ev_per_a": 0.27,
  "total_energy_ev": -8427.4141,
  "spin_multiplicity": 1
}

# 6
{
  "formula": "C31H75N5O13",
  "method": "ωB97M-V with the def2-TZVPD basis set",
  "elements": ["C", "O", "C", "C", "O", "C", "H", "H", "H", "H", "H", "H", "H", "H", "H", "H", "C", "O", "C", "C", "O", "C", "H", "H", "H", "H", "H", "H", "H", "H", "H", "H", "C", "O", "C", "C", "O", "C", "H", "H", "H", "H", "H", "H", "H", "H", "H", "H", "C", "O", "C", "C", "O", "C", "H", "H", "H", "H", "H", "H", "H", "H", "H", "H", "C", "C", "O", "N", "C", "H", "H", "H", "H", "H", "H", "H", "C", "C", "O", "N", "C", "H", "H", "H", "H", "H", "H", "H", "C", "C", "O", "N", "C", "H", "H", "H", "H", "H", "H", "H", "C", "C", "O", "N", "C", "H", "H", "H", "H", "H", "H", "H", "C", "C", "O", "N", "C", "H", "H", "H", "H", "H", "H", "H"],
  "coordinates": [[-2.601, -0.329, -2.792], [-3.962, -0.051, -3.166], [-4.195, 1.029, -4.059], [-5.682, 0.920, -4.384], [-6.040, 1.843, -5.393], [-6.196, 3.172, -4.936], [-2.120, -0.616, -3.727], [-2.652, -1.146, -2.080], [-2.244, 0.598, -2.337], [-3.587, 0.836, -4.946], [-3.957, 1.973, -3.560], [-6.268, 0.949, -3.462], [-5.799, -0.059, -4.846], [-6.237, 3.876, -5.763], [-5.397, 3.454, -4.248], [-7.153, 3.255, -4.406], [7.179, -3.094, -1.901], [5.856, -3.133, -1.433], [5.322, -1.856, -1.140], [5.004, -1.092, -2.425], [4.270, -1.900, -3.336], [2.892, -1.850, -3.043], [7.812, -3.931, -1.608], [7.704, -2.187, -1.577], [7.173, -3.079, -2.996], [6.056, -1.288, -0.562], [4.381, -1.962, -0.601], [5.958, -0.917, -2.933], [4.577, -0.099, -2.267], [2.593, -2.438, -2.164], [2.282, -2.357, -3.791], [2.546, -0.819, -2.943], [-4.802, -2.040, 1.341], [-5.880, -2.956, 1.288], [-5.976, -3.777, 0.164], [-6.898, -3.281, -0.949], [-8.228, -3.750, -0.757], [-9.029, -3.130, 0.217], [-4.874, -1.416, 2.232], [-4.839, -1.320, 0.517], [-3.896, -2.649, 1.397], [-6.265, -4.789, 0.452], [-4.982, -3.938, -0.283], [-6.603, -3.601, -1.944], [-6.955, -2.186, -0.904], [-8.512, -3.132, 1.184], [-9.929, -3.723, 0.373], [-9.290, -2.124, -0.124], [-0.056, -1.185, -0.992], [-1.025, -1.577, -0.003], [-1.071, -0.573, 1.015], [0.227, 0.038, 1.527], [-0.013, 1.379, 1.910], [1.180, 1.991, 2.318], [0.148, -0.115, -1.049], [-0.468, -1.634, -1.889], [0.939, -1.573, -0.755], [-1.697, -0.888, 1.851], [-1.705, 0.236, 0.634], [1.012, 0.098, 0.767], [0.633, -0.592, 2.324], [1.743, 1.534, 3.141], [0.961, 2.997, 2.669], [1.915, 2.051, 1.507], [0.840, -3.784, -5.951], [-0.337, -3.219, -5.157], [-0.317, -2.088, -4.698], [-1.511, -3.886, -5.364], [-2.784, -3.449, -4.821], [0.550, -4.489, -6.727], [1.538, -4.234, -5.244], [1.318, -2.949, -6.457], [-1.404, -4.743, -5.876], [-2.873, -2.367, -4.859], [-2.798, -3.788, -3.782], [-3.626, -3.891, -5.349], [6.173, 6.453, 2.691], [6.732, 5.084, 2.420], [7.903, 4.970, 2.092], [5.923, 4.000, 2.465], [4.545, 3.868, 2.952], [5.097, 6.496, 2.861], [6.247, 7.103, 1.813], [6.731, 7.007, 3.443], [6.392, 3.107, 2.511], [4.428, 3.161, 3.773], [3.991, 3.600, 2.052], [4.177, 4.812, 3.348], [5.016, -0.016, 1.858], [5.974, 0.764, 0.968], [5.622, 1.169, -0.129], [7.245, 0.862, 1.408], [8.263, 1.646, 0.725], [4.340, 0.600, 2.451], [5.486, -0.828, 2.410], [4.352, -0.503, 1.139], [7.469, 0.402, 2.273], [8.711, 1.097, -0.103], [9.016, 2.035, 1.404], [7.739, 2.507, 0.308], [-4.360, 1.960, 1.251], [-5.795, 1.529, 1.434], [-6.343, 1.483, 2.530], [-6.527, 1.141, 0.352], [-7.844, 0.537, 0.416], [-3.727, 1.692, 2.091], [-4.490, 3.048, 1.279], [-3.912, 1.687, 0.297], [-6.057, 0.975, -0.526], [-8.367, 0.888, 1.301], [-7.873, -0.545, 0.325], [-8.410, 0.990, -0.404], [4.103, 0.131, 6.429], [3.091, 1.223, 6.499], [2.848, 1.945, 5.544], [2.410, 1.356, 7.676], [1.706, 2.581, 8.053], [4.725, 0.157, 5.539], [3.583, -0.826, 6.515], [4.822, 0.222, 7.248], [2.562, 0.734, 8.451], [0.730, 2.214, 8.386], [1.509, 3.224, 7.204], [2.170, 3.066, 8.911]],
  "homo_lumo_gap_ev": 9.5,
  "homo_ha": -0.3356,
  "fmax_ev_per_a": 2.76,
  "total_energy_ev": -67426.5714,
  "spin_multiplicity": 1
}

# 7
{
  "formula": "C6H10",
  "method": "ωB97M-V with the def2-TZVPD basis set",
  "elements": ["C", "C", "C", "C", "C", "C", "H", "H", "H", "H", "H", "H", "H", "H", "H", "H"],
  "coordinates": [[1.827, 0.876, -0.543], [0.462, -1.207, -0.459], [-0.494, -1.687, 0.340], [-1.058, -0.627, 1.257], [-0.358, 0.670, 0.785], [0.748, 0.201, -0.145], [2.042, 1.882, -0.195], [2.552, 0.416, -1.210], [1.022, -1.771, -1.199], [-1.302, 1.286, -2.214], [-0.815, -2.724, 0.376], [-0.833, -0.853, 2.307], [-2.150, -0.568, 1.177], [0.028, 1.275, 1.611], [-1.064, 1.298, 0.229], [-0.607, 1.533, -2.117]],
  "homo_lumo_gap_ev": 9.6,
  "homo_ha": -0.3098,
  "fmax_ev_per_a": 0.20,
  "total_energy_ev": -6382.3299,
  "spin_multiplicity": 1
}

# 8
{
  "formula": "C2H3FS2",
  "method": "ωB97M-V with the def2-TZVPD basis set",
  "elements": ["C", "C", "F", "S", "S", "H", "H", "H"],
  "coordinates": [[-1.080, 0.293, 0.272], [-1.171, -0.790, -0.352], [2.044, 1.569, -0.571], [1.503, -1.469, 0.011], [1.940, 0.298, 0.546], [-1.789, 1.183, -0.023], [-0.276, 0.665, 0.994], [-1.171, -1.749, -0.876]],
  "homo_lumo_gap_ev": [8.1, 6.9],
  "homo_ha": [-0.3121, -0.3056],
  "fmax_ev_per_a": 4.12,
  "total_energy_ev": -26506.2615,
  "spin_multiplicity": 1
}